Entry 1:
Below is CHNO2S in the gas phase in a non-equilibrium geometry, with properties calculated with wB97M-V/def2-TZVPD.

Each line ends with the Mulliken charge.
Atoms and positions in Å:
C (-2.7439, -0.1741, -0.0349)  0.60
N (-1.8005, -0.5846, 0.5569)  -0.30
O (-3.7255, 0.2915, -0.4375)  -0.39
O (0.2277, -1.6770, -0.7165)  -0.45
S (-0.1339, -1.0126, 0.5112)  0.39
H (0.1024, 0.5230, 0.3707)  0.15

Cartesian forces (eV/Å) of the 3 atoms listed first:
-0.903 0.839 -0.106
1.643 -1.259 0.778
-0.392 -0.069 -0.577

Properties
frontier orbital gap = 10.4 eV
net charge = 0
ΔE to the lowest compared entry with this formula, charge and spin = 0.559 eV
multiplicity = 1

***

Entry 2:
Below is C4H4N2O2 in the gas phase in a non-equilibrium geometry, with properties calculated with wB97M-V/def2-TZVPD.

Each line ends with the Mulliken charge.
Atoms and positions in Å:
O (-2.4174, -1.5074, 0.5735)  -0.49
C (-1.3220, -1.9805, 0.1087)  0.12
N (-0.0293, -1.3924, -0.3686)  -0.17
C (0.4926, -0.0083, -0.3043)  0.42
C (1.5427, 0.7834, -0.9715)  -0.29
N (1.4586, 2.0211, -0.4400)  -0.53
C (0.5760, 1.8928, 0.5354)  -0.05
O (0.0020, 0.7250, 0.8340)  -0.27
H (-1.1663, -3.0560, -0.3681)  0.24
H (0.4694, -1.9322, -0.9945)  0.24
H (2.1990, 0.1350, -1.4934)  0.33
H (0.0799, 2.5859, 1.0458)  0.46

Cartesian forces (eV/Å) of the 3 atoms listed first:
6.114 -1.853 -1.791
-1.756 0.810 -1.816
-2.430 3.716 2.943

Properties
frontier orbital gap = 9.0 eV
net charge = 0
SMILES = O=CNc1cnco1
ΔE to the lowest compared entry with this formula, charge and spin = 3.897 eV
multiplicity = 1

***

Entry 3:
Below is a molecular structure, H6O3Si2 in a non-equilibrium geometry, with properties calculated with wB97M-V/def2-TZVPD.

Each line ends with the Mulliken charge.
Atoms and positions in Å:
O (1.8204, 0.3018, 1.1598)  -0.56
O (3.7116, -0.0014, -0.3637)  -0.40
O (-0.0997, -0.7515, -0.5782)  -0.22
Si (-1.4540, -0.0248, -0.1234)  0.35
Si (2.5403, -0.9346, 0.2948)  -0.02
H (0.9611, 0.3930, 1.6916)  0.33
H (3.6534, 0.8319, 0.0166)  0.33
H (0.7544, -0.5341, -0.1991)  0.55
H (-1.5920, -0.2136, 1.4524)  -0.15
H (-2.4547, -0.8244, -0.8420)  -0.12
H (-1.9512, 1.4078, -0.2831)  -0.09

Cartesian forces (eV/Å) of the 3 atoms listed first:
-1.890 0.777 1.340
0.309 -2.509 -1.032
0.662 -0.084 -1.144

Properties
frontier orbital gap = 10.0 eV
net charge = 0
ΔE to the lowest compared entry with this formula, charge and spin = 1.678 eV
multiplicity = 1

***

Entry 4:
Below is a molecular structure, C20H32BrO10PbS2 in a non-equilibrium geometry, with properties calculated with wB97M-V/def2-TZVPD.

Each line ends with the Mulliken charge.
Atoms and positions in Å:
Pb (-2.1162, 1.1889, -1.3550)  0.83
C (-5.3948, 6.7704, -0.6252)  -1.28
C (-3.9362, 7.2665, -0.4269)  0.46
C (-3.6668, 7.6016, 1.0185)  -1.16
O (-3.0162, 6.3034, -0.8223)  -0.86
H (-6.0625, 7.6319, -0.6385)  0.33
H (-5.7149, 6.0307, 0.1086)  0.29
H (-5.6083, 6.2803, -1.5751)  0.35
H (-3.7743, 8.1125, -1.0950)  0.14
H (-4.3485, 8.4164, 1.2625)  0.31
H (-2.6101, 7.8647, 0.9699)  0.30
H (-3.8945, 6.7613, 1.6744)  0.26
C (2.9568, -0.2288, -5.9040)  -1.23
C (1.5810, 0.3005, -6.4606)  0.49
C (0.5587, -0.8480, -6.6683)  -1.09
O (0.9383, 1.2075, -5.5433)  -0.75
H (3.6560, 0.4438, -5.4072)  0.36
H (3.5707, -0.7669, -6.6262)  0.32
H (2.7814, -0.9433, -5.0997)  0.24
H (1.8922, 0.8648, -7.3398)  0.17
H (0.7322, -1.5084, -5.8187)  0.20
H (0.7556, -1.4299, -7.5687)  0.30
H (-0.5067, -0.6463, -6.5576)  0.35
Br (-6.6364, -0.1118, -2.8113)  -0.95
C (7.1680, 0.7709, -0.0683)  -0.41
C (6.0154, 1.4147, 0.0829)  0.39
C (4.7412, 0.8136, 0.8205)  0.41
O (3.5796, 1.3855, 0.6374)  -0.68
C (4.7783, -0.3710, 1.5025)  -0.79
C (5.9136, -1.2135, 1.2655)  0.58
C (7.2076, -0.5776, 0.3866)  0.49
O (8.1976, -1.2877, 0.2730)  -0.69
O (6.0360, -2.3606, 1.6534)  -0.65
O (6.0702, 2.6057, -0.4205)  -0.73
H (8.1182, 1.0167, -0.5190)  0.38
H (3.8617, -0.8782, 1.7650)  0.32
C (0.8377, -7.3126, -3.8547)  -0.65
C (1.8766, -7.5305, -2.7823)  -0.54
C (1.7634, -6.2882, -1.9470)  -0.80
S (-0.0173, -5.7977, -1.6577)  1.00
O (-0.1070, -4.3242, -1.8039)  -0.59
O (-0.7130, -6.4389, -0.5744)  -0.60
C (-0.5058, -6.6733, -3.2836)  -0.65
H (0.6866, -8.2437, -4.4009)  0.34
H (1.4063, -6.7067, -4.5602)  0.30
H (2.8532, -7.7069, -3.2333)  0.30
H (1.6618, -8.3114, -2.0528)  0.30
H (2.2033, -5.3711, -2.3389)  0.41
H (2.2970, -6.4360, -1.0081)  0.45
H (-0.9948, -6.0367, -4.0210)  0.36
H (-1.3186, -7.3914, -3.1741)  0.37
C (-2.7372, 2.7383, 7.5787)  -0.61
C (-3.7913, 1.8119, 8.1597)  -0.66
C (-4.1258, 0.6111, 7.2109)  -0.56
S (-2.8601, 0.5820, 5.8646)  1.04
O (-3.3349, 1.1159, 4.5473)  -0.59
O (-2.2280, -0.7241, 5.9917)  -0.64
C (-1.7127, 1.9449, 6.7141)  -0.74
H (-2.2385, 3.3950, 8.2916)  0.37
H (-3.2008, 3.3128, 6.7767)  0.32
H (-4.6781, 2.1727, 8.6808)  0.37
H (-3.3171, 1.2942, 8.9935)  0.26
H (-5.0725, 0.7833, 6.6988)  0.32
H (-4.1182, -0.3622, 7.7015)  0.34
H (-1.2533, 2.6721, 6.0447)  0.40
H (-1.0845, 1.3408, 7.3687)  0.37

Cartesian forces (eV/Å) of the 3 atoms listed first:
-0.142 0.181 -0.369
-0.208 0.306 -0.353
0.666 -3.209 -1.160

Properties
frontier orbital gap = 1.7 eV
net charge = -3
ΔE to the lowest compared entry with this formula, charge and spin = 10.680 eV
multiplicity = 1

***

Entry 5:
Below is a molecular structure, C36H37N5OSn, with properties calculated with wB97M-V/def2-TZVPD.

Each line ends with the Mulliken charge.
Atoms and positions in Å:
Sn (0.0080, -0.1589, -0.7133)  0.92
C (-3.0242, 2.3555, -3.3494)  -1.76
C (-1.9358, 1.4040, -2.9564)  0.64
N (-1.9570, 0.7320, -1.8693)  0.94
N (-3.0426, 0.8390, -1.0504)  -1.22
C (-2.9084, -0.0096, -0.0428)  0.08
O (-1.9220, -0.8005, 0.1684)  -0.90
C (-4.0422, -0.0521, 0.9264)  0.77
C (-4.2188, -1.1842, 1.7163)  -0.28
C (-5.2528, -1.2349, 2.6406)  -0.58
C (-6.1008, -0.1445, 2.7944)  -0.43
C (-5.9218, 0.9896, 2.0110)  -0.64
C (-4.8999, 1.0334, 1.0727)  -0.48
C (-0.7232, 1.2350, -3.8094)  0.39
C (-0.6454, 1.7694, -5.0903)  -0.72
C (0.4987, 1.5588, -5.8437)  -0.63
C (1.5480, 0.8341, -5.3057)  -0.90
C (1.3981, 0.3432, -4.0180)  -0.59
N (0.2962, 0.5329, -3.2947)  0.81
H (-3.9291, 2.1114, -2.8019)  0.44
H (-3.2281, 2.3271, -4.4202)  0.45
H (-2.7342, 3.3802, -3.0898)  0.22
H (-3.5357, -2.0175, 1.5954)  0.37
H (-5.3939, -2.1221, 3.2459)  0.40
H (-6.9026, -0.1787, 3.5232)  0.39
H (-6.5777, 1.8432, 2.1359)  0.39
H (-4.7547, 1.9046, 0.4434)  0.41
H (-1.4632, 2.3502, -5.4947)  0.38
H (0.5673, 1.9617, -6.8461)  0.42
H (2.4524, 0.6401, -5.8682)  0.44
H (2.1856, -0.2376, -3.5429)  0.45
C (0.2426, 4.1617, -1.6489)  -1.36
C (0.9935, 3.4074, -0.5741)  0.79
C (2.2484, 2.8598, -0.8398)  -0.28
C (2.9437, 2.1564, 0.1356)  -0.58
C (2.3977, 1.9939, 1.4064)  -0.38
C (1.1460, 2.5268, 1.6793)  -0.38
C (0.4491, 3.2201, 0.6927)  -0.51
H (-0.0094, 3.4999, -2.4849)  0.07
H (0.8474, 4.9778, -2.0511)  0.47
H (-0.6860, 4.5838, -1.2600)  0.34
H (2.6831, 2.9841, -1.8278)  0.38
H (3.9188, 1.7339, -0.0932)  0.40
H (2.9389, 1.4509, 2.1759)  0.43
H (0.7037, 2.3927, 2.6610)  0.41
H (-0.5351, 3.6252, 0.9132)  0.27
C (4.9266, -2.9235, 1.2343)  -1.37
C (4.1497, -1.5984, 1.2078)  -0.76
C (3.1702, -1.4495, 2.3603)  0.85
C (3.6791, -1.1449, 3.6193)  -0.36
C (2.8401, -0.9523, 4.7083)  -1.13
C (1.4680, -1.0548, 4.5325)  -0.45
C (0.9135, -1.3479, 3.2888)  0.80
C (-0.5969, -1.4411, 3.1506)  -0.74
C (-1.3115, -0.0901, 3.3470)  -0.78
C (1.7750, -1.5635, 2.2056)  -0.97
N (1.2203, -1.7899, 0.9166)  0.50
C (1.4172, -2.8930, 0.3026)  -0.25
C (0.9416, -3.0952, -1.0334)  -0.26
C (1.0472, -4.2249, -1.8337)  -0.90
C (0.4207, -3.9111, -3.0539)  -1.06
C (-0.0382, -2.6016, -2.9348)  -0.69
N (0.2831, -2.0933, -1.7224)  0.69
H (5.5983, -3.0069, 0.3758)  0.43
H (4.2487, -3.7790, 1.2192)  0.29
H (5.5265, -3.0009, 2.1444)  0.34
H (3.6342, -1.4932, 0.2552)  0.21
H (4.8668, -0.7769, 1.2680)  0.53
H (4.7559, -1.0483, 3.7396)  0.43
H (3.2524, -0.7130, 5.6827)  0.39
H (0.8025, -0.9098, 5.3786)  0.48
H (-0.9611, -2.1536, 3.8952)  0.51
H (-0.8626, -1.8375, 2.1715)  0.29
H (-0.8656, 0.4769, 4.1686)  0.57
H (-2.3719, -0.2286, 3.5672)  0.28
H (-1.2406, 0.5155, 2.4412)  -0.10
H (1.9412, -3.7251, 0.7829)  0.45
H (1.5278, -5.1564, -1.5602)  0.50
H (0.2985, -4.5556, -3.9115)  0.45
H (-0.5791, -2.0122, -3.6643)  0.55

Cartesian forces (eV/Å) of the 3 atoms listed first:
0.067 0.194 -0.050
0.016 0.009 -0.099
0.178 0.177 -0.235

Properties
frontier orbital gap = 7.3 eV
net charge = 0
multiplicity = 1

***

Entry 6:
Below is 8 unconnected molecules or ions with the total composition C22H44Br15NO3P2S2 in a non-equilibrium geometry, with properties calculated with wB97M-V/def2-TZVPD.

Each line ends with the Mulliken charge.
Atoms and positions in Å:
C (1.2685, -1.9666, -2.7181)  -0.70
C (-0.1704, -2.5880, -2.2382)  -0.31
C (-1.4530, -1.5365, -2.4545)  0.41
C (-1.6917, -1.2587, -4.0489)  -0.94
C (-1.3733, -0.2071, -1.5057)  0.42
C (-2.8676, 0.1968, -0.9623)  -0.04
O (-3.9467, -0.5611, -0.6914)  -0.68
N (-2.9699, 1.7029, -0.8176)  -0.27
C (-1.5385, 2.2581, -0.9403)  0.09
P (-1.6878, 4.1243, -1.4619)  0.42
S (-3.1796, 5.0060, -0.5189)  -0.38
P (-0.8682, 2.0788, 0.8506)  0.62
O (0.5616, 1.0835, 0.9667)  0.05
O (-2.1752, 1.4947, 1.9023)  -0.54
S (-0.3834, 3.8458, 1.5988)  -0.37
C (-0.9211, 1.2418, -2.1163)  -0.65
Br (0.9674, 1.5689, -2.6829)  -0.11
H (1.8287, -1.5166, -1.7723)  0.07
H (1.2164, -1.2325, -3.6287)  0.16
H (1.9280, -2.8945, -3.0745)  0.34
H (-0.1948, -2.9758, -1.1256)  -0.12
H (-0.3850, -3.5195, -2.9420)  0.41
H (-2.4014, -2.1571, -2.0789)  0.31
H (-0.8215, -1.6850, -4.7189)  0.30
H (-2.6977, -1.8164, -4.3688)  0.19
H (-1.8390, -0.1395, -4.3528)  0.15
H (-0.8451, -0.5851, -0.5063)  -0.12
H (-3.6563, 2.1287, -1.5044)  0.36
H (-0.4986, 4.8949, -1.1232)  -0.12
H (-1.8678, 4.2748, -2.8964)  0.14
H (0.6848, 0.9157, 1.9480)  0.11
H (-2.1050, 0.4804, 1.8806)  0.16
H (-1.5483, 1.6227, -3.0579)  0.47
Br (-2.2593, 11.6333, -0.4414)  -0.15
C (-3.1415, 9.8976, -0.3199)  -0.56
C (-2.2287, 8.8618, 0.2944)  -0.48
Br (-0.8941, 8.2478, -0.9884)  -0.12
H (-3.4774, 9.6389, -1.3271)  0.35
H (-4.0152, 10.0677, 0.3174)  0.36
H (-2.7933, 7.9657, 0.5685)  0.22
H (-1.6856, 9.2265, 1.1706)  0.38
Br (4.2812, 1.4522, -1.2489)  -0.19
C (4.5795, 3.2326, -0.5095)  -0.55
C (3.3477, 3.7432, 0.2014)  -0.32
Br (1.9984, 4.3473, -1.0708)  -0.08
H (4.9014, 3.8716, -1.3356)  0.39
H (5.4086, 3.1118, 0.1950)  0.36
H (3.5881, 4.6256, 0.8017)  0.37
H (2.8722, 2.9931, 0.8394)  0.06
Br (1.5294, -1.1520, 2.5663)  -0.14
C (3.4704, -0.9801, 2.6576)  -0.17
C (3.9049, -0.3768, 3.9731)  -0.31
Br (3.5952, 1.5485, 4.0029)  -0.15
H (3.7806, -0.3960, 1.7875)  0.33
H (3.8505, -2.0019, 2.5580)  -0.05
H (4.9838, -0.4937, 4.1121)  0.13
H (3.3835, -0.7978, 4.8372)  0.38
Br (-1.9276, -1.8803, 1.3447)  -0.04
C (-2.8098, -3.6160, 1.4662)  -0.64
C (-1.8970, -4.6517, 2.0805)  -0.62
Br (-0.5624, -5.2658, 0.7977)  -0.13
H (-3.1457, -3.8747, 0.4590)  0.38
H (-3.6835, -3.4459, 2.1035)  0.43
H (-2.4616, -5.5478, 2.3547)  0.35
H (-1.3539, -4.2871, 2.9568)  0.34
Br (0.5010, -4.9231, 5.9944)  -0.12
C (-0.5230, -6.5407, 6.3694)  -0.58
C (-1.4832, -6.8532, 5.2453)  -0.53
Br (-3.0443, -5.6856, 5.3057)  -0.13
H (-1.0156, -6.3905, 7.3333)  0.37
H (0.2254, -7.3334, 6.4684)  0.34
H (-1.8816, -7.8667, 5.3504)  0.40
H (-1.0397, -6.7426, 4.2519)  0.27
Br (5.7403, -4.2042, 2.1335)  -0.13
C (7.1197, -2.8290, 2.0259)  -0.56
C (8.1656, -3.0181, 3.1001)  -0.57
Br (7.5100, -2.4192, 4.8365)  -0.13
H (6.6120, -1.8627, 2.0784)  0.31
H (7.5623, -2.9486, 1.0319)  0.36
H (9.0423, -2.3960, 2.8969)  0.34
H (8.4825, -4.0578, 3.2195)  0.38
Br (-3.2822, -1.9180, -7.1841)  -0.13
C (-4.9020, -0.8313, -7.1543)  -0.57
C (-4.6565, 0.4980, -6.4789)  -0.59
Br (-4.5873, 0.3019, -4.5396)  -0.12
H (-5.6784, -1.4286, -6.6700)  0.36
H (-5.1651, -0.6858, -8.2069)  0.35
H (-5.4881, 1.1838, -6.6660)  0.36
H (-3.7215, 0.9749, -6.7854)  0.37

Cartesian forces (eV/Å) of the 3 atoms listed first:
0.641 -1.345 0.694
-0.666 0.355 -0.856
-0.208 -1.160 -0.099

Properties
frontier orbital gap = 8.0 eV
net charge = 0
SMILES = CC[C@H](C)[C@@H]1C(=O)N[C@@]([PH2]=S)(P(O)(O)=S)[C@H]1Br.BrCCBr.BrCCBr.BrCCBr.BrCCBr.BrCCBr.BrCCBr.BrCCBr
multiplicity = 1

***

no.,energy (a.u.),LUMO (Eh)
1,-642.07005,0.00287
2,-414.70297,0.01505
3,-808.33346,0.00785
4,-5096.39655,0.06686
5,-1957.40383,-0.00863
6,-41234.32733,0.00099